[1]
C20H48N8O19 | ωB97M-V with the def2-TZVPD basis set

Last column: Mulliken charge in e.
CARTESIAN COORDINATES (ANGSTROEM)
1 C -4.167100 3.074734 0.478109  -0.33
2 C -2.715880 3.572544 0.451329  0.64
3 C -2.867410 4.951794 -0.052091  -0.48
4 O -4.310310 5.235724 -0.158791  -0.46
5 C -5.078950 4.288444 0.613139  -0.47
6 H -4.329220 2.439714 1.349069  0.18
7 H -4.403370 2.471754 -0.398651  0.16
8 H -2.151000 2.926214 -0.220441  -0.42
9 H -2.243130 3.565874 1.433459  0.05
10 H -2.319120 5.112824 -0.980281  0.29
11 H -2.375290 5.598884 0.673999  0.29
12 H -6.060690 4.160644 0.157119  0.32
13 H -5.138840 4.711404 1.615949  0.25
14 C -4.409220 -1.780526 1.724969  -0.60
15 C -4.597420 -0.738176 0.631889  0.43
16 C -4.319290 -1.483676 -0.697581  -0.49
17 O -3.818580 -2.736606 -0.283261  -0.48
18 C -3.413390 -2.633366 1.018469  0.69
19 H -5.316210 -2.330086 1.976879  0.34
20 H -3.960170 -1.325126 2.607609  0.20
21 H -3.820930 0.023024 0.707579  -0.72
22 H -5.585610 -0.278606 0.612279  0.46
23 H -3.541900 -0.950026 -1.244361  0.17
24 H -5.235080 -1.542256 -1.285801  0.33
25 H -2.424200 -2.176246 1.043889  -0.74
26 H -3.398330 -3.637096 1.443189  0.45
27 C -0.301570 0.190214 0.729799  0.71
28 C 0.946410 1.107534 0.526149  -0.60
29 C 1.928360 0.151844 -0.165111  0.82
30 O 1.130270 -0.940286 -0.587571  0.10
31 C -0.233350 -0.682956 -0.500441  0.39
32 H -1.248680 0.727074 0.783299  -0.53
33 H -0.223540 -0.400316 1.642649  -0.07
34 H 1.342460 1.421134 1.492019  0.55
35 H 0.709140 1.875564 -0.210011  0.10
36 H 2.811850 -0.098296 0.422229  -0.59
37 H 2.293300 0.734454 -1.010971  -0.33
38 H -0.851070 -1.568156 -0.348961  -0.40
39 H -0.674390 -0.262456 -1.404191  -0.19
40 C 4.376560 2.446634 -3.607901  -0.81
41 N 3.597120 3.539894 -3.055031  0.90
42 O 3.774150 4.651984 -3.592911  -0.56
43 O 2.856860 3.298414 -2.093421  -0.41
44 H 3.919570 1.923954 -4.448171  0.31
45 H 4.660970 1.724484 -2.842581  0.21
46 H 5.372210 2.816524 -3.852781  0.35
47 C 1.736630 -2.362546 -3.338841  -0.49
48 N 2.893190 -1.409066 -3.214071  0.91
49 O 2.718880 -0.191296 -3.178841  -0.39
50 O 3.990620 -1.858106 -3.118741  -0.60
51 H 1.937410 -3.235066 -3.960521  0.34
52 H 0.906050 -1.834566 -3.807321  0.27
53 H 1.472120 -2.717156 -2.342661  -0.04
54 C -0.094920 -5.996266 -2.371481  -0.85
55 N -0.198730 -4.780846 -1.534011  0.83
56 O -0.992830 -3.869996 -1.842321  -0.43
57 O 0.533630 -4.717896 -0.539281  -0.46
58 H -0.039450 -6.762386 -1.598111  0.33
59 H 0.818260 -5.921346 -2.961901  0.29
60 H -0.975440 -6.092606 -3.006691  0.29
61 C -1.279560 1.205484 5.765239  -0.76
62 N -1.107510 1.604724 4.325579  0.80
63 O -1.814980 1.069184 3.469979  -0.38
64 O -0.407490 2.593164 4.165079  -0.53
65 H -0.269800 1.186924 6.175269  0.30
66 H -1.677730 0.191294 5.796879  0.27
67 H -2.008680 1.943674 6.099239  0.30
68 C 4.272110 2.616684 1.235429  -0.60
69 N 5.118860 1.914104 0.219099  0.94
70 O 5.356750 0.721454 0.390199  -0.53
71 O 5.562520 2.664624 -0.659351  -0.55
72 H 3.878920 3.592774 0.951269  0.27
73 H 5.017330 2.780364 2.013849  0.36
74 H 3.456110 1.931124 1.464029  0.09
75 C 0.073740 2.621214 -3.728351  -0.09
76 N -0.856930 1.704094 -4.448081  0.91
77 O -1.431110 0.940084 -3.692901  -0.54
78 O -0.823350 1.692564 -5.650531  -0.56
79 H 0.805810 1.937544 -3.298511  -0.18
80 H -0.558570 3.002434 -2.926501  0.11
81 H 0.501460 3.355144 -4.411371  0.32
82 C 4.725090 -2.228176 1.603429  -0.41
83 N 3.915150 -3.204176 2.307869  0.95
84 O 3.547850 -4.181846 1.672419  -0.53
85 O 3.677610 -3.050786 3.514279  -0.54
86 H 5.152310 -1.595236 2.381229  0.30
87 H 4.140830 -1.712856 0.841079  -0.06
88 H 5.545300 -2.723756 1.084049  0.30
89 C 0.230300 -3.423756 2.253209  -0.35
90 N -0.776990 -3.524306 3.312099  1.00
91 O -0.811900 -4.546776 3.960739  -0.59
92 O -1.490610 -2.504646 3.476009  -0.53
93 H -0.180040 -3.229326 1.262289  -0.09
94 H 0.901610 -4.282276 2.272739  0.43
95 H 0.724200 -2.490606 2.524109  0.14

Cartesian forces (eV/Å) of the 3 atoms listed first:
C -0.69 -1.22 1.57
C -0.62 -1.43 0.08
C -0.63 1.30 0.16

**HOMO**: -9.364 eV
**Structure (SMILES)**: C[N+](=O)[O-].C[N+](=O)[O-].C[N+](=O)[O-].C[N+](=O)[O-].C[N+](=O)[O-].C[N+](=O)[O-].C[N+](=O)[O-].C[N+](=O)[O-].C1CCOC1.C1CCOC1.C1CCOC1

---

[2]
C20H49BNO5Si2 | ωB97M-V with the def2-TZVPD basis set

Last column: Mulliken charge in e.
CARTESIAN COORDINATES (ANGSTROEM)
1 C 6.125404 3.203970 3.085073  -1.16
2 C 6.520674 2.493929 1.793326  -0.66
3 C 5.334243 2.141004 0.887417  -0.05
4 C 4.186061 1.462688 1.655758  -0.69
5 Si 3.148145 0.273759 0.651037  -0.06
6 C 3.953584 -1.392508 0.367976  -0.77
7 C 5.297214 -1.382124 -0.378417  0.02
8 C 6.091309 -2.699156 -0.152740  -0.79
9 C 6.587915 -3.367854 -1.437248  -0.60
10 O 6.054884 -4.696181 -1.567512  -0.34
11 C 6.756930 -5.653062 -0.924231  0.23
12 O 6.242077 -6.663964 -0.462513  -0.49
13 O 2.688224 0.880001 -0.837339  0.01
14 Si 1.613078 2.171865 -0.882804  -0.02
15 C -0.027850 1.658556 -1.649713  -0.91
16 C -1.271727 2.069586 -0.814710  -0.49
17 C -2.260861 0.913887 -0.685342  -0.96
18 C -3.605522 1.332854 -0.102493  -0.75
19 C -4.684809 1.639457 -1.171210  -0.90
20 C -5.788766 0.570045 -1.238314  -0.88
21 C -7.051155 0.916082 -0.427237  -0.89
22 C -7.243551 -0.001188 0.793857  -0.69
23 C -8.069484 -1.212085 0.410057  -0.45
24 O -7.788982 -2.294215 1.301166  -0.37
25 C -8.859155 -3.189889 1.456946  -0.80
26 B 2.472349 3.602009 -2.045653  0.39
27 C 3.287303 4.807093 -1.451767  -0.96
28 O 2.317262 3.460175 -3.425243  -0.52
29 H 5.376948 3.966040 2.883780  0.28
30 H 6.989999 3.634497 3.577470  0.39
31 H 5.688889 2.509267 3.798393  0.28
32 H 7.099613 1.600195 2.024726  0.27
33 H 7.206173 3.154699 1.264332  0.43
34 H 5.013808 3.071116 0.425760  0.05
35 H 5.720086 1.506319 0.093850  0.20
36 H 4.600959 0.889815 2.483411  0.45
37 H 3.527938 2.230812 2.051466  0.42
38 H 1.895215 0.022185 1.420918  -0.21
39 H 3.261822 -2.001858 -0.209512  0.35
40 H 4.103722 -1.846787 1.346001  0.43
41 H 5.139893 -1.222602 -1.440783  0.29
42 H 5.928276 -0.567389 -0.033846  -0.03
43 H 6.921167 -2.477400 0.511277  0.38
44 H 5.444323 -3.397651 0.368056  0.39
45 H 6.274044 -2.808941 -2.307745  0.38
46 H 7.674562 -3.433377 -1.419583  0.32
47 H 7.845625 -5.495226 -0.874289  0.34
48 H 1.391580 2.694811 0.492540  -0.23
49 H -0.071903 0.587882 -1.837332  0.45
50 H -0.102043 2.152672 -2.614652  0.45
51 H -1.004721 2.419610 0.177615  0.35
52 H -1.790897 2.871284 -1.338374  0.34
53 H -1.810588 0.190195 -0.003009  0.34
54 H -2.388750 0.411878 -1.641452  0.45
55 H -3.494628 2.212812 0.527198  0.42
56 H -3.995423 0.556130 0.553448  0.41
57 H -5.153372 2.587305 -0.931740  0.41
58 H -4.200339 1.691653 -2.141895  0.44
59 H -6.078636 0.377694 -2.268103  0.49
60 H -5.374952 -0.365358 -0.861138  0.46
61 H -7.018946 1.946728 -0.090064  0.48
62 H -7.933003 0.833699 -1.059455  0.41
63 H -7.708297 0.521152 1.624928  0.38
64 H -6.278065 -0.351297 1.148842  0.31
65 H -9.128867 -0.962632 0.449161  0.35
66 H -7.817497 -1.502826 -0.611716  0.28
67 H -8.572206 -3.855895 2.268766  0.25
68 H -9.790951 -2.700829 1.728769  0.37
69 H -9.027345 -3.753947 0.530794  0.33
70 H 4.314915 4.741889 -1.813252  0.31
71 H 3.340752 4.722924 -0.368704  0.23
72 H 2.873587 5.777443 -1.714303  0.36
73 H 2.875582 2.736988 -3.719767  0.31
74 N -6.756665 -5.387205 0.959404  -0.44
75 H -7.128294 -5.706173 1.855668  0.39
76 H -7.364640 -5.710742 0.205032  0.38
77 H -6.728374 -4.354853 0.954503  0.28
78 H -5.814869 -5.761442 0.826481  0.40

Cartesian forces (eV/Å) of the 3 atoms listed first:
C -0.13 -0.46 -0.03
C 0.10 0.27 0.15
C 0.55 0.03 0.46

**Charge**: +1
**HOMO**: -10.059 eV

---

[3]
C20H49BNO8P2S | ωB97M-V with the def2-TZVPD basis set

Last column: Mulliken charge in e.
CARTESIAN COORDINATES (ANGSTROEM)
1 C 3.019677 -2.660298 -0.877435  -0.95
2 C 3.540828 -1.235374 -1.317009  -0.59
3 P 2.302682 -0.520547 -2.555434  -0.26
4 C 2.917602 1.170739 -3.143654  -0.57
5 C 4.114628 1.711000 -2.230611  -0.58
6 B 0.520787 -0.469161 -1.839026  1.68
7 O -0.622473 -0.179651 -2.741537  -0.54
8 C -1.622325 0.325713 -1.859965  -0.09
9 S -1.637622 2.152834 -2.318614  -0.27
10 C -1.147422 0.075397 -0.334599  0.98
11 C -1.589175 -1.354598 0.253283  -0.97
12 C -2.255874 -2.291567 -0.814431  -0.86
13 N -1.641876 -3.090130 -1.605116  -0.55
14 P -1.879534 1.251983 0.952827  0.85
15 O -3.391438 1.137508 0.843578  -0.83
16 O -1.340778 2.837824 0.750201  -0.48
17 O -1.400905 0.852550 2.517284  -0.57
18 O 0.254424 0.205597 -0.543253  -0.69
19 H 2.322327 -3.072987 -1.650924  0.18
20 H 3.905698 -3.328713 -0.774533  0.36
21 H 2.437177 -2.552192 0.068572  0.16
22 H 4.515665 -1.316940 -1.869180  0.34
23 H 3.656636 -0.526895 -0.462196  0.32
24 H 3.389625 0.996994 -4.151805  0.38
25 H 2.118162 1.930899 -3.295617  0.36
26 H 4.207223 2.820958 -2.427094  -0.01
27 H 3.910422 1.586677 -1.141183  0.22
28 H 5.053214 1.192061 -2.548103  0.24
29 H 0.360526 -1.635134 -1.546803  -0.80
30 H -2.678494 0.026907 -2.091936  0.33
31 H -2.860110 2.297337 -2.936422  0.11
32 H -0.639712 -1.789070 0.667032  0.28
33 H -2.349615 -1.234113 1.071895  0.48
34 H -3.371608 -2.236979 -0.882742  0.47
35 H -0.645694 -2.974511 -1.367383  0.21
36 H -0.668677 2.960568 1.442791  0.31
37 H -1.540102 -0.086500 2.694285  0.36
38 C -2.799110 -7.969032 1.684242  -1.04
39 C -3.028528 -6.514663 1.306479  -0.36
40 O -2.070210 -6.005038 0.398134  -0.39
41 C -1.987008 -6.660181 -0.858309  -0.36
42 C -3.281987 -6.623707 -1.649077  -1.04
43 H -1.803935 -8.098121 2.116753  0.28
44 H -3.544677 -8.294112 2.413480  0.39
45 H -2.868926 -8.630981 0.819825  0.26
46 H -2.954551 -5.900254 2.205832  0.32
47 H -4.039854 -6.366934 0.913080  0.31
48 H -1.634668 -7.689595 -0.723764  0.36
49 H -1.213840 -6.139898 -1.425400  0.34
50 H -4.094545 -7.136791 -1.129657  0.28
51 H -3.147001 -7.105982 -2.619433  0.40
52 H -3.596910 -5.590922 -1.812389  0.23
53 C -4.263360 0.154108 7.388213  -1.00
54 C -4.484137 1.608600 7.007004  -0.32
55 O -3.523007 2.109488 6.096164  -0.47
56 C -3.444903 1.447786 4.837729  -0.03
57 C -4.739867 1.488602 4.046909  -0.95
58 H -3.268632 0.019903 7.820297  0.27
59 H -5.010333 -0.164524 8.118786  0.38
60 H -4.337972 -0.509304 6.525608  0.25
61 H -4.405688 2.224921 7.905054  0.34
62 H -5.494666 1.761319 6.613943  0.30
63 H -3.098707 0.416694 4.974442  0.19
64 H -2.670306 1.960028 4.269770  0.14
65 H -5.555092 0.981630 4.569013  0.32
66 H -4.607023 1.003138 3.077972  0.34
67 H -5.051086 2.522021 3.879186  0.25
68 C 6.575598 6.061620 -5.044010  -1.04
69 C 5.155768 6.092429 -4.503049  -0.35
70 O 4.986535 5.349587 -3.308720  -0.37
71 C 5.766844 5.757580 -2.198207  -0.31
72 C 5.506678 7.189937 -1.764201  -1.09
73 H 6.892342 5.031651 -5.224102  0.29
74 H 6.636297 6.617668 -5.982025  0.39
75 H 7.287991 6.506395 -4.347232  0.26
76 H 4.487741 5.643214 -5.239652  0.33
77 H 4.812469 7.122714 -4.361009  0.30
78 H 6.830834 5.596219 -2.403600  0.30
79 H 5.504815 5.085763 -1.378956  0.33
80 H 5.757897 7.907668 -2.547371  0.26
81 H 6.103795 7.433044 -0.882778  0.38
82 H 4.451081 7.328087 -1.520107  0.31

Cartesian forces (eV/Å) of the 3 atoms listed first:
C 0.15 0.74 -0.23
C -0.44 0.40 -0.12
P 0.15 -0.03 -1.67

**Charge**: -1
**HOMO**: -3.720 eV

---

[4]
C20H49N5O2P | ωB97M-V with the def2-TZVPD basis set

Last column: Löwdin spin population.
CARTESIAN COORDINATES (ANGSTROEM)
1 N 8.120107 -0.394505 1.181264  0.00
2 C 7.102558 0.560210 0.655363  0.00
3 N 7.494527 0.973327 -0.695243  0.00
4 N 7.165191 1.754170 1.512192  0.00
5 C 5.712051 -0.066856 0.636518  0.00
6 P 4.177946 1.029843 0.154464  0.00
7 H 8.369688 -0.078355 2.111618  0.00
8 H 7.688278 -1.306313 1.284110  0.00
9 H 6.941407 0.471458 -1.379160  0.00
10 H 8.462999 0.711442 -0.826798  0.00
11 H 6.388805 1.711686 2.167419  0.00
12 H 6.960302 2.537096 0.901372  0.00
13 H 5.494996 -0.454807 1.638259  0.00
14 H 5.727450 -0.920922 -0.053662  0.00
15 H 3.326708 -0.073050 0.710736  0.00
16 H 4.243499 1.652680 1.528504  0.00
17 H 5.038701 2.098657 -0.375259  0.00
18 H 4.124285 0.387551 -1.200346  0.00
19 H 2.981219 1.815286 -0.159571  0.00
20 C -1.858480 5.082665 -1.052596  0.00
21 C -1.029709 4.395900 -2.140242  0.02
22 C -1.877347 4.065774 -3.378982  0.02
23 C -2.826050 2.887460 -3.177939  0.00
24 C -2.063549 1.652095 -2.706620  0.02
25 C -1.257200 1.899669 -1.426612  0.02
26 N -0.405218 3.121417 -1.651428  0.38
27 O 0.730781 2.859914 -2.170204  0.53
28 C -2.186728 2.035552 -0.215892  0.00
29 C -0.316410 0.734566 -1.143239  0.00
30 C 0.096187 5.351235 -2.522705  0.00
31 H -2.571933 4.433280 -0.560471  0.00
32 H -1.195643 5.490852 -0.288181  0.00
33 H -2.412602 5.910209 -1.500224  0.00
34 H -1.194604 3.831985 -4.201565  0.00
35 H -2.430427 4.965389 -3.664935  0.00
36 H -3.616572 3.149648 -2.467857  0.00
37 H -3.325763 2.665569 -4.124150  0.00
38 H -2.744931 0.815432 -2.524316  0.00
39 H -1.368356 1.340678 -3.492356  0.00
40 H -1.649682 2.458215 0.633964  0.00
41 H -2.519207 1.034516 0.063594  0.00
42 H -3.076186 2.633159 -0.404985  0.00
43 H 0.335055 0.514784 -1.983752  0.00
44 H -0.921315 -0.145549 -0.912606  0.00
45 H 0.322334 0.947130 -0.285582  0.00
46 H 0.784570 5.483650 -1.688910  0.00
47 H -0.347057 6.318677 -2.775050  0.00
48 H 0.666744 4.984479 -3.370752  0.00
49 C -1.033852 -5.033829 1.926702  0.00
50 C -1.483683 -3.618994 2.295998  0.02
51 C -2.581247 -3.627857 3.371175  0.02
52 C -3.947364 -4.066769 2.854395  0.00
53 C -4.377666 -3.211630 1.666367  0.02
54 C -3.356739 -3.224275 0.522341  0.02
55 N -2.013347 -2.867513 1.104316  0.39
56 O -1.772247 -1.612288 1.129359  0.51
57 C -3.349146 -4.580458 -0.187647  0.00
58 C -3.702587 -2.160852 -0.516043  0.00
59 C -0.256439 -2.874105 2.812662  0.00
60 H -1.765010 -5.608601 1.370984  0.00
61 H -0.121340 -4.986460 1.331175  0.00
62 H -0.810555 -5.579829 2.844644  0.00
63 H -2.664763 -2.615400 3.777365  0.00
64 H -2.249913 -4.274717 4.187705  0.00
65 H -3.933631 -5.127021 2.584717  0.00
66 H -4.683089 -3.964818 3.655169  0.00
67 H -5.340653 -3.547080 1.269961  0.00
68 H -4.505651 -2.177186 1.999679  0.00
69 H -2.467853 -4.681318 -0.821891  0.00
70 H -4.234247 -4.634782 -0.822985  0.00
71 H -3.392350 -5.428618 0.490233  0.00
72 H -3.802655 -1.177515 -0.065868  0.00
73 H -4.648031 -2.434604 -0.988846  0.00
74 H -2.929598 -2.105101 -1.283361  0.00
75 H 0.478404 -2.737575 2.020581  0.00
76 H 0.193718 -3.473325 3.607816  0.00
77 H -0.509884 -1.894431 3.206112  0.00

Cartesian forces (eV/Å) of the 3 atoms listed first:
N -0.05 0.04 0.12
C 0.01 -0.02 -0.08
N 0.06 -0.08 0.00

**Charge**: -1
**2S+1**: 3
**HOMO (alpha / beta)**: -3.001 / -3.000 eV

---

Number 1: calculated total energy -72316.448 eV. Number 2: calculated total energy -49689.639 eV. Number 3: calculated total energy -69495.552 eV. Number 4: calculated total energy -42363.494 eV.